# 1
Computed, not measured: a gas-phase ion, C3H5O3P (charge -2) in a non-equilibrium geometry, with ωB97M-V with the def2-TZVPD basis set.

The value obtained for the HOMO-LUMO gap is 6.27 eV. As for the net charge: -2.

Last column: natural (NBO) charge in e.
Cartesian coordinates (Å):
C1 -0.6588 -0.4328 -1.4191  -0.52
C2 -0.0986 -0.0381 -0.2673  -0.29
C3 0.7446 -0.9591 0.3810  -0.61
P1 -0.2957 1.5495 0.7672  2.37
O1 -1.3304 2.4492 0.1257  -1.24
O2 -0.6225 0.9468 2.1432  -1.26
O3 1.2024 1.9209 0.6265  -1.26
H1 -1.4103 -0.0191 -2.1338  0.18
H2 -0.2990 -1.4679 -1.8079  0.09
H3 1.0394 -1.8846 -0.2957  0.10
H4 1.6096 -0.5724 0.8029  0.23
H5 0.1193 -1.4924 1.0773  0.21

Cartesian forces (eV/Å) of the 6 atoms listed first:
C 0.1059 -1.6919 -1.5308
C -2.6244 2.1161 -1.9472
C 0.7523 -4.8745 -0.7811
P 1.4343 -0.8383 0.2240
O 0.0398 0.0311 0.0260
O -0.2947 0.4339 -0.4196

# 2
Computed, not measured: 2 unconnected molecules or ions with the total composition C3H5O3P in a non-equilibrium geometry, with ωB97M-V with the def2-TZVPD basis set.

The value obtained for the HOMO-LUMO gap (spin up / spin down) is 8.11 / 8.11 eV.

Last column: natural (NBO) charge in e.
Cartesian coordinates (Å):
C1 1.5907 -0.9485 -1.0623  0.16
C2 -1.0763 1.7931 -1.3486  0.29
C3 0.0303 0.2850 1.0880  -1.02
O1 2.4293 -0.8989 -0.2011  -0.49
O2 -2.2534 1.9003 -1.5942  -0.47
O3 -0.8650 -1.7840 -0.6986  -1.04
P1 -0.1807 -0.4696 -0.5560  1.50
H1 1.7610 -1.2285 -2.0869  0.15
H2 -0.2959 2.5215 -0.9790  0.16
H3 -0.8189 1.0310 1.3618  0.26
H4 0.0934 -0.5531 1.7097  0.26
H5 1.0113 0.7682 1.1844  0.27

Cartesian forces (eV/Å) of the 6 atoms listed first:
C -0.5042 1.6986 1.5012
C -2.0834 -2.4749 0.7353
C -0.8807 1.8597 -0.5695
O 0.1107 -0.3469 -0.5316
O 3.5944 0.2514 0.4382
O -0.5555 0.5769 0.2281

# 3
Computed, not measured: 2 unconnected molecules or ions with the total composition C3H5O3PS in a non-equilibrium geometry, with ωB97M-V with the def2-TZVPD basis set.

The value obtained for the HOMO-LUMO gap is 5.13 eV. As for the net charge: -2.

Last column: natural (NBO) charge in e.
Cartesian coordinates (Å):
C1 -0.3113 -0.9085 -0.0744  -0.35
C2 1.6691 0.2802 0.5140  -0.60
C3 0.8643 -0.1599 -0.6939  -0.54
O1 -2.2308 0.6801 -1.4309  -1.21
O2 -1.9645 1.5470 1.0135  -1.21
O3 -3.6218 -0.3074 0.4481  -1.20
P1 -2.4009 0.4984 0.0420  2.45
S1 0.0660 -2.4412 0.1884  -0.30
H1 2.1817 -0.6696 0.8829  0.19
H2 1.0527 0.5777 1.4105  0.24
H3 2.5576 0.9744 0.1671  0.16
H4 0.6531 0.7606 -1.2070  0.21
H5 1.4847 -0.8320 -1.2603  0.16

Cartesian forces (eV/Å) of the 6 atoms listed first:
C -0.8607 2.0963 -0.6088
C 2.6143 -0.8287 1.0688
C -0.6448 0.6082 1.1899
O 0.3333 0.4430 -0.4784
O 0.5905 0.2150 0.0796
O 1.0124 -0.0637 0.0623

Calculated relative energy (zero: lowest compared OMol25 entry of this formula, charge and spin), 0.0438, 3.8804, 1.8955 eV (same order as the records).